Entry from OMol25: a molecular structure, C6H12O at a distorted geometry (ωB97M-V with the def2-TZVPD basis set).

```
19
C6H12O | OMol25 | ωB97M-V with the def2-TZVPD basis set
C -2.456 -0.010 0.094
O -1.142 0.393 0.116
C -0.098 -0.212 0.846
C 0.754 -1.375 0.229
C 2.021 -0.482 0.329
C 1.052 0.709 0.543
C 0.259 1.218 -1.237
H -2.901 0.176 1.074
H -2.558 -1.056 -0.208
H -2.951 0.632 -0.651
H -0.484 -0.391 1.857
H 0.781 -2.316 0.783
H 0.480 -1.570 -0.808
H 2.665 -0.392 -0.552
H 2.683 -0.800 1.159
H 1.353 1.503 1.265
H 1.203 1.531 -1.601
H -0.157 0.414 -1.897
H -0.504 2.025 -1.340
```

Values from the calculation:
relative energy (zero: lowest compared OMol25 entry of this formula, charge and spin) = 4.679 eV
electronic energy = -8459.6745 eV
LUMO energy = 0.038 Ha

***

Entry from OMol25: C6H12O in the gas phase (ωB97M-V with the def2-TZVPD basis set).

```
19
C6H12O | OMol25 | ωB97M-V with the def2-TZVPD basis set
C 1.757 1.580 0.764
C 0.552 0.683 0.591
C 0.415 -0.356 1.677
C -0.232 0.851 -0.481
C -1.273 -0.014 -1.156
C -1.804 -1.259 -0.456
O -0.703 -0.397 -2.413
H 2.654 0.962 0.902
H 1.919 2.208 -0.117
H 1.678 2.229 1.646
H 0.506 0.130 2.657
H 1.228 -1.094 1.617
H -0.535 -0.888 1.659
H 0.016 1.697 -1.125
H -2.130 0.622 -1.424
H -0.999 -1.956 -0.202
H -2.477 -1.774 -1.150
H -2.364 -1.022 0.454
H 0.205 -0.678 -2.224
```

Values from the calculation:
relative energy (zero: lowest compared OMol25 entry of this formula, charge and spin) = 0.944 eV
electronic energy = -8463.4097 eV
SMILES string = CC(C)=C[C@H](C)O
LUMO energy = 0.033 Ha

***

Entry from OMol25: 2 unconnected molecules or ions with the total composition C6H12O at a distorted geometry (ωB97M-V with the def2-TZVPD basis set).

```
19
C6H12O | OMol25 | ωB97M-V with the def2-TZVPD basis set
C 0.710 -1.141 2.132
C 1.220 -0.219 1.268
C 0.649 0.930 0.588
C 1.421 1.348 -0.628
C -0.527 1.562 0.802
C -1.170 2.775 0.064
H -0.204 -1.293 2.729
H 1.501 -1.900 2.478
H 2.105 -0.627 0.819
H 0.900 2.194 -1.112
H 1.568 0.546 -1.408
H 2.398 1.504 -0.176
H -1.219 1.192 1.622
H -1.822 2.469 -0.789
H -0.265 3.526 0.012
H -1.731 3.249 0.863
O -1.685 -4.162 -3.141
H -2.460 -4.308 -2.630
H -1.116 -4.778 -2.632
```

Values from the calculation:
relative energy (zero: lowest compared OMol25 entry of this formula, charge and spin) = 2.892 eV
electronic energy = -8461.4617 eV
SMILES string = C=C/C(C)=C/C.O
LUMO energy = 0.029 Ha

***

Entry from OMol25: C6H12O in the gas phase at a distorted geometry (ωB97M-V with the def2-TZVPD basis set).

```
19
C6H12O | OMol25 | ωB97M-V with the def2-TZVPD basis set
C 1.177 0.809 1.654
C 1.158 0.208 0.454
C 0.422 0.697 -0.772
C -0.637 1.737 -0.444
O -0.081 -0.309 -1.654
C -0.254 -1.584 -1.060
C -0.989 -1.560 0.288
H 1.910 0.513 2.402
H 0.488 1.604 1.947
H 1.930 -0.528 0.234
H 1.214 1.187 -1.356
H -1.408 1.378 0.243
H -0.197 2.630 0.017
H -1.145 2.001 -1.370
H -0.796 -2.248 -1.756
H 0.693 -2.100 -0.875
H -0.638 -0.635 1.089
H -2.040 -1.375 0.040
H -0.835 -2.537 0.790
```

Values from the calculation:
relative energy (zero: lowest compared OMol25 entry of this formula, charge and spin) = 2.350 eV
electronic energy = -8462.0035 eV
SMILES string = C=C[C@H](C)OCC
LUMO energy = 0.040 Ha

***

Entry from OMol25: C6H12O in the gas phase (ωB97M-V with the def2-TZVPD basis set).

```
19
C6H12O | OMol25 | ωB97M-V with the def2-TZVPD basis set
C -1.766 -0.958 0.328
C -1.311 0.525 0.216
C -1.063 0.921 -1.207
C 0.105 0.830 -0.259
C 1.093 -0.321 -0.077
C 2.505 0.137 0.234
O 0.737 -1.069 1.087
H -1.066 -1.661 -0.145
H -2.718 -1.055 -0.195
H -1.888 -1.358 1.344
H -1.755 1.266 0.884
H -1.263 0.127 -1.920
H -1.352 1.913 -1.552
H 0.530 1.815 -0.044
H 1.066 -0.985 -0.955
H 2.997 0.707 -0.558
H 3.084 -0.759 0.468
H 2.457 0.738 1.150
H 0.032 -0.546 1.493
```

Values from the calculation:
relative energy (zero: lowest compared OMol25 entry of this formula, charge and spin) = 1.682 eV
electronic energy = -8462.6720 eV
SMILES string = C[C@@H]1C[C@@H]1[C@@H](C)O
LUMO energy = 0.041 Ha

***

Entry from OMol25: C6H12O in the gas phase at a distorted geometry (ωB97M-V with the def2-TZVPD basis set).

```
19
C6H12O | OMol25 | ωB97M-V with the def2-TZVPD basis set
C -2.072 -0.344 -1.549
C -0.747 0.352 -1.232
C 0.175 -0.459 -0.322
C 1.552 0.196 -0.040
C 1.617 -0.027 1.465
C 0.215 0.357 1.892
O -0.454 -0.607 1.007
H -1.911 -1.282 -2.096
H -2.605 -0.583 -0.625
H -2.721 0.290 -2.166
H -0.211 0.582 -2.164
H -0.941 1.310 -0.734
H 0.343 -1.441 -0.813
H 2.386 -0.291 -0.551
H 1.540 1.254 -0.340
H 2.523 0.192 2.035
H 1.361 -1.070 1.576
H 0.105 0.203 2.990
H -0.153 1.369 1.666
```

Values from the calculation:
relative energy (zero: lowest compared OMol25 entry of this formula, charge and spin) = 1.312 eV
electronic energy = -8463.0420 eV
SMILES string = CC[C@H]1CCCO1
LUMO energy = 0.042 Ha

***

Repeat the fourth record exactly.
Entry from OMol25: C6H12O in the gas phase at a distorted geometry (ωB97M-V with the def2-TZVPD basis set).

```
19
C6H12O | OMol25 | ωB97M-V with the def2-TZVPD basis set
C 1.177 0.809 1.654
C 1.158 0.208 0.454
C 0.422 0.697 -0.772
C -0.637 1.737 -0.444
O -0.081 -0.309 -1.654
C -0.254 -1.584 -1.060
C -0.989 -1.560 0.288
H 1.910 0.513 2.402
H 0.488 1.604 1.947
H 1.930 -0.528 0.234
H 1.214 1.187 -1.356
H -1.408 1.378 0.243
H -0.197 2.630 0.017
H -1.145 2.001 -1.370
H -0.796 -2.248 -1.756
H 0.693 -2.100 -0.875
H -0.638 -0.635 1.089
H -2.040 -1.375 0.040
H -0.835 -2.537 0.790
```

Values from the calculation:
relative energy (zero: lowest compared OMol25 entry of this formula, charge and spin) = 2.350 eV
electronic energy = -8462.0035 eV
SMILES string = C=C[C@H](C)OCC
LUMO energy = 0.040 Ha

***

Look up the LUMO energy of the sixth one. 0.042 Ha

***

Please write out number 6 again, unchanged.
Entry from OMol25: C6H12O in the gas phase at a distorted geometry (ωB97M-V with the def2-TZVPD basis set).

```
19
C6H12O | OMol25 | ωB97M-V with the def2-TZVPD basis set
C -2.072 -0.344 -1.549
C -0.747 0.352 -1.232
C 0.175 -0.459 -0.322
C 1.552 0.196 -0.040
C 1.617 -0.027 1.465
C 0.215 0.357 1.892
O -0.454 -0.607 1.007
H -1.911 -1.282 -2.096
H -2.605 -0.583 -0.625
H -2.721 0.290 -2.166
H -0.211 0.582 -2.164
H -0.941 1.310 -0.734
H 0.343 -1.441 -0.813
H 2.386 -0.291 -0.551
H 1.540 1.254 -0.340
H 2.523 0.192 2.035
H 1.361 -1.070 1.576
H 0.105 0.203 2.990
H -0.153 1.369 1.666
```

Values from the calculation:
relative energy (zero: lowest compared OMol25 entry of this formula, charge and spin) = 1.312 eV
electronic energy = -8463.0420 eV
SMILES string = CC[C@H]1CCCO1
LUMO energy = 0.042 Ha